# 1
Formula: C7H6GdNO7
Source: OMol25
Level of theory: the ωB97M-V functional and the def2-TZVPD basis

Summary:
2S+1	8
E_tot	-1616.36502	Eh
total charge	+2
relative energy (zero: lowest compared OMol25 entry of this formula, charge and spin)	918.27	kJ/mol
orbital gap (spin up / spin down)	6.70 / 6.42	eV
expectation value of S²	16.22

The geometry in XYZ format:
```
22
Properties=species:S:1:pos:R:3:forces:R:3:mulliken_spin:R:1
O -0.0215 3.2032 -0.0905 0.0 -7.5 0.5 0.084
C -0.0131 2.0057 -0.0369 0.1 14.8 -2.4 -0.020
Gd 0.0059 -0.0263 0.2254 -0.3 0.8 9.7 5.910
C 0.0109 -2.0165 -0.1044 -0.5 -16.0 -2.8 -0.042
O 0.0207 -3.2043 -0.1514 0.1 7.2 0.5 0.064
C -0.0002 -0.0115 -2.2097 -0.2 -0.9 -2.6 0.303
O -0.0886 -1.0137 -2.8406 0.2 1.7 1.2 0.372
C 1.9836 0.0048 -0.2690 15.6 0.8 -3.8 -0.005
O 3.1861 0.0349 -0.4060 -8.5 -0.3 1.2 0.094
C -1.9856 -0.0236 -0.2648 -14.2 -0.2 -3.4 -0.012
O -3.1801 -0.0073 -0.4047 7.8 0.0 1.1 0.096
H 0.0907 1.0406 -2.6164 0.0 -0.5 -0.2 0.106
N 0.9675 0.5242 5.0305 -0.1 -1.1 -0.3 0.000
C 0.4619 -0.8265 4.5212 0.7 1.0 -1.1 -0.001
C 0.6396 -0.8892 2.9492 -1.7 1.6 5.3 0.002
O 1.3367 -1.7215 2.5211 2.1 -2.4 -2.8 0.004
O -0.0471 0.0335 2.4090 -0.6 1.2 -1.1 0.043
H 1.9553 0.6298 4.7951 0.0 0.2 0.1 0.000
H 0.8754 0.5399 6.0410 0.0 0.2 0.4 0.000
H 0.4260 1.2804 4.6272 -0.1 0.3 -0.1 0.000
H 1.0539 -1.5701 4.9838 0.5 -0.8 0.5 0.000
H -0.5626 -0.8944 4.7996 -0.8 -0.1 0.2 0.000
```
Forces are in eV/Å.

---

# 2
Formula: C4H7FO2
Source: OMol25
Level of theory: the ωB97M-V functional and the def2-TZVPD basis

Summary:
E_tot	-406.88555	Eh
total charge	0
relative energy (zero: lowest compared OMol25 entry of this formula, charge and spin)	208.58	kJ/mol
SMILES	C[C@@H](F)[C@@H](O)C=O
orbital gap	10.43	eV

The geometry in XYZ format:
```
14
Properties=species:S:1:pos:R:3:forces:R:3:mulliken_charge:R:1
C 1.2638 -1.2293 -0.5297 1.3 -2.3 0.3 -1.128
C 0.1279 -0.8443 0.3304 -2.9 2.4 -1.3 0.317
F 0.3305 -0.7981 1.6521 1.5 -0.5 2.1 -0.297
C -0.1345 0.9911 0.0903 0.9 -3.2 -1.9 -0.127
O -0.1814 1.2396 -1.2841 1.8 0.1 0.5 -0.535
C -1.4267 1.1700 0.7837 0.1 1.0 0.0 -0.088
O -2.4614 1.4716 0.2494 -0.2 0.0 -1.0 -0.498
H 1.9131 -0.4225 -0.7688 0.5 0.7 -0.3 0.297
H 1.8638 -1.9713 0.0450 -0.1 0.5 0.0 0.343
H 1.0897 -1.8457 -1.4322 -0.7 0.8 0.3 0.303
H -0.7705 -1.5466 0.2623 0.8 1.3 -0.7 0.278
H 0.8773 1.3981 0.4317 -1.8 -0.5 0.3 0.382
H -1.0330 1.3611 -1.6619 -1.5 0.1 0.2 0.325
H -1.4586 1.0264 1.8318 0.4 -0.5 1.5 0.426
```
Forces are in eV/Å.

---

# 3
Formula: H28O14
Source: OMol25
Level of theory: the ωB97M-V functional and the def2-TZVPD basis

Summary:
E_tot	-1070.00310	Eh
total charge	0
relative energy (zero: lowest compared OMol25 entry of this formula, charge and spin)	519.51	kJ/mol
orbital gap	9.77	eV

The geometry in XYZ format:
```
42
Properties=species:S:1:pos:R:3:forces:R:3:mulliken_charge:R:1
H 0.5046 0.1527 0.3496 -0.1 -0.3 0.4 0.143
H -0.8169 -0.5552 0.5994 0.3 0.0 0.1 0.098
H -1.4702 -2.7648 1.6038 0.2 -0.1 0.1 0.286
H -2.2552 -2.9003 2.8982 0.0 0.1 0.0 0.265
H 1.3178 0.7090 -4.8517 -0.1 0.0 0.1 0.309
H 1.5162 -0.4824 -3.9291 0.0 0.1 -0.3 0.316
H 3.0646 -0.6566 3.9432 0.0 0.1 -0.2 0.316
H 3.0650 0.2770 2.7438 -0.1 -0.2 -0.1 0.307
H -1.8007 -0.0995 -2.4110 0.1 0.3 -0.8 0.142
H -1.8673 1.1155 -1.5002 -0.1 -0.1 0.1 0.076
H 1.1604 -2.5666 -0.5960 0.2 0.0 -0.2 0.271
H 0.4669 -1.5547 -1.4933 -0.3 0.1 0.3 0.214
H 1.2234 -3.2153 1.6556 0.1 0.2 0.2 0.296
H 0.8861 -4.5979 2.1891 0.1 0.0 0.1 0.288
H -0.3511 0.4460 3.1085 0.0 0.1 -0.1 0.236
H 0.2216 -0.7346 3.8756 0.0 -0.2 -0.2 0.248
H 1.0998 2.9381 -1.4085 0.0 0.1 -0.1 0.287
H -0.1839 2.1607 -1.6488 0.3 -0.3 -0.1 0.381
H -4.6299 -1.4602 -2.2168 0.0 -0.1 0.1 0.318
H -3.3742 -0.7986 -1.6732 0.0 -0.1 0.3 0.279
H 1.9465 2.1350 0.7453 0.0 0.0 0.1 0.295
H 3.3497 2.5367 1.1693 0.0 0.0 -0.1 0.303
H -2.0087 3.2730 2.2351 0.1 0.0 0.1 0.295
H -1.9874 2.3109 1.0587 0.3 -0.2 0.1 0.278
H 3.1730 -2.0155 -2.0444 0.2 0.1 0.0 0.316
H 2.2126 -0.8463 -2.1881 0.2 0.2 0.4 0.208
H -3.0896 3.2163 -0.7921 -0.1 0.2 0.0 0.279
H -2.2556 3.4289 -2.0449 0.2 0.3 -0.1 0.328
O -0.3922 0.0737 0.0053 0.9 1.9 4.0 -0.094
O -1.4015 -2.6152 2.5535 -1.0 0.4 0.1 -0.543
O 0.8309 0.0794 -4.3082 0.1 -0.2 0.1 -0.575
O 3.6293 -0.3327 3.2325 0.1 0.1 0.1 -0.628
O -1.3104 0.3602 -1.7201 -2.3 0.3 -3.4 -0.334
O 0.6929 -1.7241 -0.5718 0.3 -2.3 -0.2 -0.525
O 0.8171 -3.6615 2.4071 0.8 -0.5 -0.3 -0.576
O 0.4364 -0.1055 3.1777 0.1 0.2 0.2 -0.503
O 0.2659 2.9782 -1.8902 -0.1 0.1 0.1 -0.647
O -3.9061 -1.5986 -1.5955 0.0 0.1 -0.2 -0.611
O 2.8752 1.9954 0.5283 -0.2 0.1 0.0 -0.631
O -1.6852 2.4049 1.9690 -0.1 0.1 0.0 -0.548
O 2.9600 -1.1559 -1.6641 0.5 0.0 -0.7 -0.568
O -2.9302 3.8502 -1.5005 -0.1 -0.4 0.1 -0.592
```
Forces are in eV/Å.

---

# 4
Formula: C5H10NO2
Source: OMol25
Level of theory: the ωB97M-V functional and the def2-TZVPD basis

Summary:
E_tot	-401.80190	Eh
total charge	-1
relative energy (zero: lowest compared OMol25 entry of this formula, charge and spin)	65.42	kJ/mol
SMILES	C[C@@H](N)CCC(=O)[O-]
orbital gap	7.76	eV

The geometry in XYZ format:
```
18
Properties=species:S:1:pos:R:3:forces:R:3:mulliken_charge:R:1
C -0.2801 2.1531 0.5755 -0.1 -0.4 -0.6 -1.497
C 0.3142 0.7732 0.2979 0.6 -0.4 -1.2 0.806
N 1.6058 0.6143 0.9779 -0.4 1.0 0.3 -0.688
C -0.4682 -0.5107 0.5238 -1.0 0.4 0.9 -0.992
C -0.0472 -1.6797 -0.3642 0.3 -0.2 -0.7 -0.534
C -0.9756 -1.7137 -1.6454 1.2 -0.8 0.6 0.394
O -1.4549 -2.8406 -1.8826 -0.5 0.2 -0.4 -0.752
O -1.0200 -0.6350 -2.2716 -0.5 0.0 -0.1 -0.694
H 0.3300 2.8315 -0.0360 0.1 0.3 0.6 0.356
H -1.2609 2.2205 0.0967 -0.1 -0.1 0.3 0.347
H -0.3127 2.4523 1.6211 0.0 0.0 0.1 0.352
H 0.4013 0.8158 -0.8165 0.3 -0.4 0.6 0.144
H 1.8559 -0.3509 1.1067 0.3 0.0 -0.4 0.256
H 2.3170 1.2013 0.5637 0.2 -0.5 0.0 0.199
H -1.5224 -0.2847 0.3126 0.1 -0.1 -0.1 0.329
H -0.4723 -0.7725 1.5973 0.3 0.1 -0.1 0.421
H 0.0120 -2.6690 0.1041 -0.7 0.3 0.3 0.270
H 0.9782 -1.6052 -0.7609 -0.1 0.6 0.1 0.282
```
Forces are in eV/Å.

---

# 5
Formula: C28H57BClFN11O19
Source: OMol25
Level of theory: the ωB97M-V functional and the def2-TZVPD basis

Summary:
E_tot	-3717.23123	Eh
total charge	-1
orbital gap	6.35	eV

The geometry in XYZ format:
```
118
Properties=species:S:1:pos:R:3:forces:R:3:mulliken_charge:R:1
C 1.6811 -3.3675 2.0436 -0.3 0.3 -0.2 -1.610
C 0.6105 -2.6278 1.2795 0.7 -0.7 0.6 0.559
C -0.6304 -3.1461 1.0744 -0.3 -1.1 0.2 -1.074
C -1.5552 -2.4118 0.3841 -1.0 -0.7 -0.1 -1.012
C -1.3199 -1.1548 -0.0916 -0.6 0.9 -0.4 1.045
C -2.4356 -0.4606 -0.8465 0.0 -0.1 -0.4 0.649
C -2.1336 -0.5444 -2.3573 0.3 0.4 0.8 -1.659
C -2.7323 0.9698 -0.4004 -0.3 -0.1 -0.4 -1.666
C -0.0526 -0.6220 0.1299 -0.2 0.7 -0.5 0.700
O 0.2534 0.6349 -0.3354 -0.1 0.1 0.3 -0.449
C 1.0304 1.4024 0.6036 0.4 0.0 -0.4 -0.507
C 0.9033 2.9057 0.3698 -0.3 0.4 0.5 -0.445
O -0.4247 3.2692 0.1188 0.3 0.0 -0.2 -0.763
B -0.9172 3.5668 1.4874 -0.8 -0.8 0.9 1.195
C -2.4764 3.9680 1.7498 0.2 -0.1 -0.4 -1.228
C -3.1943 3.0234 2.7539 -0.5 1.1 -0.3 0.580
C -3.2510 3.6223 4.1826 -0.2 -1.0 -0.2 -1.108
C -2.6892 2.7106 5.2975 0.4 0.8 0.3 -0.872
N -1.5919 1.8486 4.8580 -0.8 -0.1 -0.1 0.248
C -1.9403 0.4789 4.6227 0.2 -0.5 -0.3 0.073
N -2.5416 -0.3034 5.4261 0.0 0.4 0.0 -0.784
N -1.5316 -0.0480 3.3639 0.6 0.4 0.5 -0.167
O 0.1667 4.4890 1.9636 0.2 -0.4 0.6 -0.608
C 1.2887 3.7977 1.6601 -0.5 1.8 -1.2 0.854
Cl 2.0152 2.8684 3.0875 -0.1 -0.2 0.1 -0.249
C 2.3306 4.8971 1.3998 1.5 -1.0 1.0 -0.121
C 3.7487 4.3829 1.0719 -0.6 0.6 -0.3 -1.283
F 1.8933 5.7916 0.4434 -0.1 -0.2 -0.4 -0.349
C 0.8764 -1.3783 0.7956 1.2 0.7 0.3 -0.360
H 1.3932 -4.4090 2.1776 0.2 0.0 0.1 0.277
H 1.8072 -2.8992 3.0211 0.1 -0.2 0.1 0.436
H 2.6266 -3.2816 1.5062 0.1 -0.2 0.1 0.408
H -0.9000 -4.1276 1.4481 0.0 0.0 0.1 0.451
H -2.5286 -2.8601 0.2191 -0.1 0.1 0.0 0.317
H -3.3484 -1.0349 -0.6632 0.1 -0.2 0.1 0.577
H -1.4185 0.2516 -2.5690 0.0 0.0 -0.3 0.236
H -1.6506 -1.4910 -2.5931 -0.1 -0.1 -0.2 0.424
H -3.0293 -0.4010 -2.9586 0.0 0.0 -0.1 0.452
H -1.8498 1.5990 -0.3767 0.1 0.0 0.2 0.221
H -3.2502 0.9567 0.5574 0.2 0.2 0.2 0.330
H -3.4142 1.4240 -1.1289 -0.1 0.0 0.1 0.416
H 2.0796 1.1139 0.4850 0.1 0.0 0.3 0.031
H 0.6750 1.1915 1.6071 0.1 -0.2 0.0 0.250
H 1.5802 3.2798 -0.4073 -0.2 -0.3 -0.3 0.689
H -0.7447 2.5635 2.1951 0.0 -0.2 -0.2 -0.373
H -2.5920 4.9970 2.1107 0.1 0.1 0.0 0.491
H -3.0569 3.9334 0.8196 0.2 0.0 -0.2 0.200
H -2.7729 2.0268 2.7207 0.1 0.0 0.1 -0.536
H -4.2231 2.9317 2.3882 -0.1 -0.2 0.2 0.539
H -2.7626 4.5946 4.1864 0.2 0.0 0.1 0.385
H -4.3074 3.7804 4.4170 0.0 0.3 0.1 0.317
H -2.2809 3.3684 6.0709 0.0 0.0 0.1 0.317
H -3.5024 2.1703 5.7923 0.0 -0.3 -0.2 0.441
H -0.8035 1.8895 5.4891 0.0 0.0 -0.1 0.184
H -2.7274 0.2069 6.2910 0.1 -0.1 0.0 0.305
H -0.6643 -0.5530 3.5369 -0.3 -0.5 -0.3 0.262
H -1.2617 0.7226 2.7530 0.0 0.1 0.1 -0.264
H 2.4200 5.4363 2.3440 -0.4 0.3 0.0 0.434
H 4.3850 4.5391 1.9374 0.1 -0.2 0.0 0.308
H 3.7379 3.3308 0.7986 0.2 0.0 -0.1 0.255
H 4.1325 5.0029 0.2603 0.1 -0.2 -0.1 0.378
H 1.8659 -0.9849 0.9913 0.0 0.2 -0.1 0.332
C 0.1250 7.9550 1.1520 0.0 0.0 -0.2 -0.572
N -0.2629 9.3805 1.3485 0.0 -0.2 -0.1 0.932
O 0.0327 10.1764 0.4778 0.0 0.1 0.0 -0.570
O -0.8522 9.6593 2.3722 0.0 0.1 0.0 -0.556
H 0.6386 7.8639 0.2049 0.0 0.1 0.0 0.309
H 0.7747 7.6750 1.9742 -0.1 -0.1 0.1 0.234
H -0.7836 7.3602 1.1607 0.0 -0.1 0.1 0.189
C 2.0662 -0.2853 7.0213 0.1 0.1 -0.2 -0.729
N 0.7080 0.1733 7.4221 0.0 0.0 -0.1 0.896
O 0.3685 1.2871 7.0753 0.0 0.0 0.2 -0.572
O 0.0350 -0.5989 8.0657 0.0 0.0 0.1 -0.524
H 2.5430 0.5061 6.4542 -0.1 0.0 0.0 0.296
H 2.6172 -0.5034 7.9312 -0.1 -0.1 0.0 0.282
H 1.9422 -1.1792 6.4168 0.0 -0.1 0.1 0.294
C 0.9489 -6.2063 -0.5129 -0.1 0.1 -0.1 -0.632
N 0.9061 -6.7344 0.8767 -0.1 0.0 -0.1 0.932
O -0.1737 -6.8733 1.4026 0.1 0.0 0.1 -0.532
O 1.9783 -6.9943 1.3958 0.0 0.0 0.0 -0.574
H -0.0631 -6.0180 -0.8507 0.0 0.0 0.1 0.278
H 1.5239 -5.2853 -0.4941 0.0 0.0 0.0 0.162
H 1.4310 -6.9585 -1.1318 0.1 0.0 0.0 0.345
C 5.0579 -6.2744 2.8427 0.0 -0.1 -0.2 -0.620
N 4.7913 -4.8630 3.2320 0.0 -0.1 -0.1 0.905
O 5.2987 -3.9863 2.5627 0.0 0.1 0.0 -0.534
O 4.0753 -4.6943 4.1930 0.0 0.1 0.1 -0.509
H 5.7050 -6.2749 1.9733 0.0 0.1 0.0 0.277
H 5.5368 -6.7602 3.6876 -0.1 0.0 0.0 0.284
H 4.0988 -6.7353 2.6185 0.0 0.0 0.1 0.227
C -0.4699 2.0100 -5.5449 0.1 0.2 0.0 -0.627
N -0.2588 0.5402 -5.6491 0.1 0.2 0.0 0.948
O 0.6779 0.1449 -6.3152 0.0 -0.1 0.0 -0.580
O -1.0456 -0.1652 -5.0560 0.0 -0.1 -0.3 -0.514
H 0.2984 2.5091 -6.1232 0.0 -0.1 0.0 0.292
H -1.4565 2.2229 -5.9430 0.0 0.0 0.1 0.267
H -0.4053 2.2799 -4.4936 -0.1 -0.1 0.0 0.209
C -3.7227 0.0765 -8.5274 -0.2 0.1 0.1 -0.666
N -2.6464 1.1006 -8.4587 -0.1 -0.1 0.0 0.910
O -2.8691 2.1224 -7.8399 0.0 0.1 0.0 -0.566
O -1.6058 0.8413 -9.0234 0.0 0.0 0.0 -0.520
H -4.5851 0.4420 -7.9820 0.1 0.1 0.0 0.330
H -3.9592 -0.0777 -9.5752 0.1 -0.1 0.0 0.272
H -3.3354 -0.8307 -8.0806 0.1 0.0 -0.1 0.248
C -1.2435 -4.0713 -9.1589 0.2 0.1 -0.1 -0.701
N -2.7053 -3.8464 -8.9894 0.1 0.0 0.0 0.854
O -3.1520 -2.7702 -9.3363 -0.1 -0.1 0.0 -0.525
O -3.3498 -4.7528 -8.5132 0.0 0.0 0.0 -0.512
H -0.8058 -3.1785 -9.5902 -0.1 0.0 0.0 0.301
H -0.8299 -4.2730 -8.1753 0.0 -0.1 0.0 0.296
H -1.1208 -4.9263 -9.8169 0.0 -0.1 0.1 0.283
C 4.7246 -5.4139 -2.8115 0.1 0.2 0.1 -0.752
N 3.2476 -5.4519 -2.9916 0.1 0.1 0.0 0.865
O 2.6100 -4.5042 -2.5913 -0.1 0.0 0.0 -0.466
O 2.7855 -6.4396 -3.5280 0.0 0.0 0.0 -0.532
H 4.9871 -4.4827 -2.3229 -0.1 0.0 0.0 0.313
H 4.9994 -6.2685 -2.2002 0.0 -0.1 -0.1 0.290
H 5.1746 -5.4793 -3.7975 0.0 -0.1 0.0 0.289
```
Forces are in eV/Å.

---

# 6
Formula: H5N3O2P
Source: OMol25
Level of theory: the ωB97M-V functional and the def2-TZVPD basis

Summary:
E_tot	-659.09049	Eh
total charge	-1
relative energy (zero: lowest compared OMol25 entry of this formula, charge and spin)	345.13	kJ/mol
orbital gap (spin up / spin down)	7.31 / 7.08	eV

The geometry in XYZ format:
```
11
Properties=species:S:1:pos:R:3:forces:R:3:mulliken_charge:R:1
N -0.5685 1.4518 1.3132 -1.6 -0.3 0.7 -0.812
N 0.4508 -1.1612 -0.1257 0.0 1.4 0.3 -0.791
N 0.6763 1.3627 0.9295 0.5 1.9 0.3 0.189
O 2.7662 0.0633 0.0222 2.7 0.2 0.3 -0.605
O -1.8238 0.1032 -1.1512 -1.8 -0.5 0.9 -0.708
P 1.3290 0.2038 -0.1971 -1.5 -0.8 -0.6 0.273
H -2.5630 -0.3256 -0.6094 2.0 0.9 -1.1 0.314
H -1.0100 0.5134 1.2809 0.7 0.4 -0.1 0.283
H 1.1946 -1.8490 -0.1847 -0.1 -0.4 0.0 0.218
H -0.9659 -0.1581 -0.7381 -0.8 -0.8 -0.3 0.373
H 1.0508 2.3659 0.9165 -0.1 -2.1 -0.4 0.265
```
Forces are in eV/Å.

---

What is the total charge in the second record?
0

---

What is the E_tot in the second record?
-406.88555 Eh